104
Properties=species:S:1:pos:R:3 method="wB97M-V/def2-TZVPD" e_above_lowest_ev=1.548 molar_mass_g_mol=765.0 total_charge=-1 homo_energy_ev=-3.751 lumo_ev=1.75
K 0.448 -1.401 -0.025
C -1.075 -2.523 3.143
C 0.188 -1.665 3.212
C 1.238 -2.294 4.129
C -0.150 -0.265 3.656
C -0.617 -0.037 4.941
C -0.922 1.236 5.385
C -0.789 2.306 4.518
C -0.331 2.116 3.224
C -0.275 3.263 2.242
C -1.693 3.781 1.993
C 0.658 4.384 2.695
C 0.015 0.824 2.786
N 0.484 0.652 1.494
C 1.731 0.853 1.253
C 2.387 0.889 -0.002
C 3.779 1.097 0.039
C 4.548 1.262 -1.078
C 3.935 1.161 -2.333
C 2.593 0.956 -2.425
C 1.736 0.849 -1.282
N 0.427 0.730 -1.425
C -0.130 1.055 -2.639
C -0.756 0.080 -3.442
C -1.224 0.431 -4.697
C -1.136 1.729 -5.170
C -0.605 2.709 -4.350
C -0.119 2.397 -3.092
C 0.325 3.510 -2.168
C 1.505 4.317 -2.711
C -0.887 4.407 -1.885
C -0.832 -1.348 -2.959
C -2.150 -2.025 -3.328
C 0.371 -2.120 -3.504
H -0.809 -3.542 2.870
H -1.747 -2.123 2.389
H -1.587 -2.540 4.104
H 0.613 -1.619 2.206
H 0.814 -2.552 5.099
H 2.060 -1.597 4.286
H 1.636 -3.193 3.666
H -0.729 -0.868 5.624
H -1.260 1.393 6.402
H -1.041 3.300 4.864
H 0.105 2.867 1.296
H -2.113 4.233 2.889
H -2.331 2.949 1.703
H -1.697 4.521 1.195
H 0.340 4.807 3.646
H 0.675 5.181 1.954
H 1.671 4.004 2.811
H 2.392 1.074 2.109
H 4.253 1.146 1.012
H 5.609 1.442 -0.997
H 4.536 1.263 -3.228
H 2.130 0.857 -3.398
H -1.641 -0.327 -5.347
H -1.487 1.977 -6.164
H -0.556 3.730 -4.708
H 0.642 3.062 -1.222
H 1.259 4.806 -3.652
H 2.357 3.662 -2.878
H 1.801 5.085 -1.996
H -1.242 4.886 -2.797
H -0.645 5.182 -1.159
H -1.694 3.794 -1.488
H -0.770 -1.331 -1.867
H -2.273 -2.126 -4.404
H -2.977 -1.442 -2.930
H -2.181 -3.016 -2.881
H 0.409 -2.031 -4.589
H 0.319 -3.173 -3.233
H 1.289 -1.700 -3.094
C -3.992 -5.513 -0.233
N -4.389 -4.156 0.080
C -5.422 -4.083 1.092
C -3.414 -3.151 -0.002
N -2.179 -3.312 -0.197
N -3.989 -1.892 0.069
C -3.328 -0.672 0.031
N -4.203 0.384 -0.225
N -2.089 -0.595 0.208
H -4.895 -6.121 -0.314
H -3.346 -5.961 0.535
H -3.470 -5.527 -1.190
H -6.386 -4.366 0.659
H -5.494 -3.078 1.498
H -5.205 -4.763 1.923
H -1.872 -4.277 -0.171
H -4.969 -1.864 -0.164
H -5.149 0.313 0.119
H -3.796 1.297 -0.100
H -1.699 0.340 0.166
Se 2.954 -3.211 0.563
C 4.521 -2.210 0.310
C 5.196 -1.652 1.394
C 6.384 -0.991 1.168
N 6.947 -0.858 -0.026
C 6.294 -1.385 -1.056
C 5.096 -2.059 -0.950
H 4.781 -1.740 2.388
H 6.931 -0.539 1.991
H 6.772 -1.252 -2.023
H 4.604 -2.460 -1.824

***

117
Properties=species:S:1:pos:R:3 method="wB97M-V/def2-TZVPD" spin_multiplicity=5 e_above_lowest_ev=0.247 molar_mass_g_mol=1211.0 s2=6.04 total_charge=+2 homo_energy_ev="-12.671 / -13.510" lumo_ev="-5.19 / -7.19"
Ir -1.106 0.977 -0.858
C -2.601 0.961 5.353
C -2.375 1.163 3.874
C -3.616 1.613 3.140
O -1.963 -0.142 3.292
P -0.765 -0.205 2.295
O -0.861 0.826 1.212
C -0.817 -1.881 1.643
P -1.854 -2.110 0.192
O -1.600 -1.092 -0.891
O -1.517 -3.511 -0.402
C -1.650 -4.761 0.381
C -0.262 -5.327 0.573
C -2.577 -5.676 -0.382
O -3.295 -2.093 0.772
C -4.561 -1.837 0.036
C -4.857 -0.359 0.132
C -4.509 -2.354 -1.384
O 0.587 0.012 3.024
C 1.315 -0.803 4.014
C 0.400 -1.475 5.010
C 2.223 -1.771 3.292
H -3.069 1.854 5.766
H -1.674 0.792 5.892
H -3.269 0.117 5.520
H -1.556 1.869 3.704
H -4.453 0.955 3.370
H -3.455 1.625 2.064
H -3.879 2.621 3.462
H -1.163 -2.558 2.426
H 0.206 -2.146 1.354
H -2.096 -4.502 1.346
H 0.180 -5.573 -0.392
H -0.320 -6.240 1.163
H 0.396 -4.629 1.090
H -2.225 -5.796 -1.406
H -3.594 -5.291 -0.402
H -2.596 -6.655 0.094
H -5.286 -2.408 0.617
H -4.079 0.223 -0.365
H -4.926 -0.043 1.170
H -5.806 -0.148 -0.358
H -3.814 -1.778 -1.994
H -5.502 -2.261 -1.821
H -4.223 -3.403 -1.424
H 1.916 -0.049 4.527
H -0.289 -2.170 4.529
H -0.177 -0.760 5.586
H 1.014 -2.050 5.701
H 1.683 -2.650 2.939
H 2.988 -2.120 3.984
H 2.721 -1.305 2.446
S -2.693 2.489 -4.752
C -1.935 0.968 -5.117
C -1.822 0.342 -6.357
C -1.167 -0.871 -6.407
C -0.639 -1.454 -5.245
C -0.757 -0.836 -4.020
C -1.405 0.395 -3.960
N -1.606 1.183 -2.832
C -2.270 2.288 -3.114
C -2.494 3.207 -2.009
C -3.202 4.395 -2.062
C -3.300 5.170 -0.912
C -2.698 4.762 0.274
C -2.012 3.555 0.342
C -1.902 2.764 -0.803
H -2.231 0.794 -7.249
H -1.065 -1.381 -7.354
H -0.129 -2.403 -5.316
H -0.365 -1.281 -3.115
H -3.677 4.716 -2.979
H -3.852 6.098 -0.941
H -2.769 5.389 1.151
H -1.547 3.237 1.264
C 1.588 1.962 -5.273
O 1.502 1.498 -3.916
C 2.459 0.625 -3.569
O 3.306 0.196 -4.317
C 2.376 0.251 -2.152
C 3.401 -0.574 -1.571
As 5.032 0.592 -1.493
C 6.423 -0.612 -0.849
C 4.393 1.376 0.205
C 3.125 1.721 0.420
As 1.590 1.433 -0.771
C 1.524 3.223 -1.540
C 2.607 2.542 1.549
O 1.419 2.764 1.659
O 3.542 3.013 2.348
C 3.107 3.875 3.413
C 5.591 1.851 0.996
O 6.326 2.623 0.444
O 5.873 1.370 2.198
C 5.120 0.301 2.773
C 3.136 -1.578 -0.531
O 3.800 -1.696 0.472
O 2.031 -2.349 -0.676
C 1.501 -2.549 -1.991
H 0.807 2.709 -5.373
H 1.425 1.134 -5.961
H 2.567 2.400 -5.460
H 6.638 -1.297 -1.670
H 6.151 -1.167 0.038
H 7.304 0.007 -0.674
H 2.507 3.503 -1.919
H 1.231 3.883 -0.725
H 0.783 3.260 -2.334
H 4.013 4.321 3.807
H 2.601 3.286 4.176
H 2.431 4.635 3.024
H 5.331 0.343 3.838
H 5.450 -0.650 2.361
H 4.053 0.423 2.597
H 1.299 -3.612 -2.093
H 2.211 -2.245 -2.762
H 0.567 -1.994 -2.093